Entry from the OMol25 dataset: a molecular structure, C32H37ClGdN2Si2 in a non-equilibrium geometry (ωB97M-V/def2-TZVPD).

```
75
Properties=species:S:1:pos:R:3:forces:R:3:mulliken_charge:R:1
C -4.25262 -2.98843 1.62840 -0.9 0.9 1.0 -0.331
C -3.22009 -2.65949 2.55188 -0.9 0.7 0.6 -0.873
C -3.33247 -1.25221 2.85920 -0.5 -0.8 0.2 -0.319
H -2.50955 -3.35245 3.00000 -0.2 0.2 -0.1 0.406
C -4.42100 -0.72013 2.11292 -0.2 -0.8 0.4 -0.591
C -4.98643 -1.77954 1.34179 -0.1 -0.8 1.2 -1.261
H -5.89357 -1.72694 0.72282 0.5 0.0 0.5 0.919
H -4.52650 -3.98695 1.28698 0.3 0.5 0.1 0.741
H -2.73799 -0.70699 3.59742 -0.1 -0.2 -0.4 0.506
H -4.80410 0.29376 2.17612 0.2 -0.2 -0.1 0.505
Gd -2.62853 -1.47102 0.39165 1.6 1.1 -1.3 0.383
Si 1.99086 2.22215 0.80981 0.4 -0.1 0.4 0.900
C 3.77516 2.15038 0.16038 -0.3 -0.1 0.6 0.194
C 4.15262 2.50294 -1.15458 1.2 0.1 -1.7 0.119
H 3.46882 3.07865 -1.78874 0.4 -0.1 0.3 0.511
C 5.36897 2.03895 -1.68314 -1.5 0.4 -0.2 -0.558
H 5.60852 2.24368 -2.72801 -0.1 -0.1 0.3 0.404
C 6.23564 1.26909 -0.89614 0.2 0.0 -0.4 -0.532
H 7.13842 0.82248 -1.33511 -0.4 0.4 0.3 0.415
C 5.92996 1.07353 0.45781 -1.0 -0.3 1.4 -0.315
H 6.63214 0.52234 1.08553 -0.3 0.1 -0.1 0.426
C 4.72450 1.53007 0.99416 2.1 -0.6 0.4 -0.733
H 4.48751 1.36804 2.04850 0.2 0.0 -0.3 0.378
C 1.63920 3.97738 0.44733 0.0 -0.1 -0.2 0.581
C 2.58467 4.96777 0.76967 -0.3 0.1 -0.3 -0.525
H 3.49260 4.69036 1.31728 -0.4 0.3 0.0 0.403
C 2.37676 6.26340 0.30445 -0.1 0.1 -0.1 -0.625
H 3.09432 7.04363 0.56274 -0.3 -0.1 -0.2 0.409
C 1.27100 6.54659 -0.51649 0.3 0.0 0.1 -0.506
H 1.14021 7.55848 -0.91146 0.0 -0.4 0.2 0.381
C 0.37052 5.53901 -0.86899 0.0 0.0 0.1 -0.809
H -0.46341 5.73650 -1.54110 0.2 0.1 0.2 0.431
C 0.55049 4.24961 -0.37565 0.1 0.6 -0.4 -0.140
H -0.09940 3.43537 -0.69331 0.1 0.4 0.2 0.454
H 2.00216 1.92723 2.26051 0.5 0.1 0.0 -0.282
Si 1.56574 0.43218 -1.55408 -1.7 -1.0 1.2 -0.301
C -0.02211 0.99554 -0.48628 -0.7 -0.2 -0.2 1.491
C -0.12812 0.94632 0.95048 0.2 -0.4 0.1 -0.698
H 0.57218 0.41755 1.62718 -0.4 0.8 -0.9 1.157
C -1.21022 1.47955 1.65511 0.0 0.5 0.3 -1.044
H -1.17764 1.45195 2.74369 0.0 0.1 -0.2 0.504
C -2.27167 2.06248 0.99438 0.0 0.0 0.1 -0.574
H -3.04651 2.61162 1.54382 0.2 -0.5 -0.3 0.509
C -2.31983 1.89758 -0.39189 0.1 -0.2 -0.5 -0.885
H -3.23185 2.17139 -0.90654 0.1 0.2 -0.2 0.437
C -1.22439 1.40609 -1.12352 0.5 0.5 0.2 -1.234
H -1.26803 1.38185 -2.21881 -0.1 0.0 0.5 0.295
C 2.27194 -0.88081 -0.40379 0.9 0.2 -0.2 1.114
C 1.60801 -1.45329 0.68708 -0.2 -0.2 0.3 0.279
H 0.65021 -1.05343 1.01906 0.4 -0.9 -0.6 0.087
C 2.14670 -2.50062 1.42913 -0.1 0.3 -0.1 -0.829
H 1.53827 -2.92673 2.23450 0.4 0.1 -0.2 0.456
C 3.42449 -2.95868 1.12750 -0.1 0.0 -0.3 -0.602
H 3.86905 -3.73861 1.74401 0.0 0.1 -0.3 0.425
C 4.10284 -2.40937 0.03242 0.2 0.2 -0.1 -0.662
H 5.08870 -2.79042 -0.21547 -0.1 0.0 0.0 0.432
C 3.54812 -1.37643 -0.73545 -0.2 -0.4 0.6 -0.764
H 4.09858 -0.92774 -1.57574 -0.2 -0.4 0.3 0.491
H 1.32768 -0.37940 -2.80230 -0.1 0.6 0.0 -0.121
Cl -1.10709 -1.52456 -1.74242 0.7 0.0 -1.0 -0.556
N -4.22630 -1.91142 -1.45222 -1.5 1.4 -1.0 -0.242
C -4.61470 -3.18511 -2.18758 -0.1 1.0 0.1 -0.738
C -4.07430 -4.47742 -1.58144 -0.2 0.0 -0.2 -0.270
C -2.55961 -4.57899 -1.48313 0.2 -0.1 0.7 -0.644
N -2.05800 -3.82908 -0.27089 0.4 -0.9 -0.6 -0.400
H -3.89643 -1.17764 -2.14876 -0.5 -1.4 1.0 0.277
H -5.08415 -1.46286 -0.98843 1.6 -1.1 -1.2 0.306
H -5.70973 -3.22388 -2.19182 0.2 -0.2 -0.2 0.351
H -4.27486 -3.06936 -3.22724 -0.1 -0.2 0.3 0.349
H -4.53481 -4.64854 -0.59784 0.2 0.0 -0.3 -0.015
H -4.42671 -5.28989 -2.23364 0.0 0.2 0.1 0.399
H -2.28027 -5.64192 -1.38257 0.0 0.4 -0.2 0.412
H -2.07166 -4.18442 -2.38560 -0.1 0.0 0.4 0.261
H -2.08459 -4.45626 0.53351 -0.1 0.1 -0.2 0.307
H -1.06832 -3.60445 -0.42901 -0.4 -0.2 0.0 0.176
```
Forces are in eV/Å.

Computed properties:
Net charge: +1
Highest occupied orbital energy (alpha / beta) (eV): -7.284 / -10.386
ΔE to the lowest compared entry with this formula, charge and spin (kcal per mole): 230.2
Spin multiplicity: 8
Frontier orbital gap (alpha / beta) (eV): 4.3065 / 3.2468

Entry from the OMol25 dataset: a molecular structure, C32H37F6N8O7S3SeTi in a non-equilibrium geometry (ωB97M-V/def2-TZVPD).

```
95
Properties=species:S:1:pos:R:3:forces:R:3:nbo_charge:R:1
Ti -0.29990 -0.33225 -0.07801 -1.2 1.7 1.3 1.631
C -3.30160 -0.52412 2.26614 0.1 0.0 0.1 -0.621
C -2.51296 -1.60516 2.94681 0.1 0.0 -0.2 -0.031
C -2.98566 -2.06579 4.17255 0.0 -0.1 0.0 -0.206
C -2.30941 -3.02583 4.89785 0.0 0.0 0.0 -0.210
C -1.11088 -3.51566 4.40789 0.0 0.0 0.0 -0.223
C -0.61073 -3.08802 3.18793 0.1 0.1 0.0 -0.035
C 0.69241 -3.66755 2.70108 -0.1 0.0 0.0 -0.633
C -1.32996 -2.14467 2.42747 -0.2 -0.2 0.2 0.227
N -0.80748 -1.85886 1.12065 -0.2 -1.1 0.4 -0.824
C -0.78751 -2.96489 0.32583 -0.6 -0.2 0.9 0.645
O -1.53295 -3.94204 0.44306 0.5 -0.2 -0.3 -0.665
C 0.29870 -2.91070 -0.68218 0.6 0.2 0.0 0.192
C 0.77777 -3.97415 -1.41499 -0.1 -0.1 0.1 -0.210
C 1.88533 -3.77446 -2.22929 0.0 0.3 0.0 -0.144
C 2.41938 -2.49825 -2.33820 0.2 -0.2 0.0 -0.189
C 1.86203 -1.47096 -1.60380 -0.5 -0.3 0.2 0.149
N 0.85549 -1.68515 -0.74586 2.1 -3.0 -2.2 -0.588
C 2.14336 -0.03240 -1.84950 0.1 0.6 0.0 0.615
O 3.06221 0.31014 -2.58413 0.1 -0.3 0.0 -0.638
N 1.21939 0.76202 -1.25206 0.2 -0.3 -0.1 -0.809
C 1.28006 2.09941 -1.70936 -0.1 0.4 -0.5 0.122
C 2.36918 2.92831 -1.39249 -0.1 -0.1 0.1 0.021
C 3.41417 2.47738 -0.41350 -0.1 0.0 -0.1 -0.640
C 2.45302 4.19478 -1.95070 0.0 0.1 -0.1 -0.200
C 1.49616 4.65972 -2.83768 0.0 0.0 0.1 -0.201
C 0.39832 3.87366 -3.12710 -0.1 -0.1 -0.1 -0.266
C 0.27418 2.61392 -2.55937 0.4 -0.3 0.4 0.208
C -2.21320 2.63463 -2.87302 -0.3 -0.1 0.0 -0.418
H -4.29749 -0.87305 1.98922 0.0 0.0 0.0 0.205
H -2.80223 -0.15207 1.37882 -0.1 0.1 -0.1 0.229
H -3.42738 0.31077 2.95622 0.0 0.0 0.0 0.233
H -3.91175 -1.65319 4.55628 0.0 0.0 0.0 0.207
H -2.70505 -3.38461 5.83932 0.0 0.0 0.0 0.210
H -0.55505 -4.25447 4.97406 0.0 0.0 0.0 0.204
H 1.30962 -3.95873 3.55078 0.0 0.0 0.0 0.215
H 1.24330 -2.95690 2.08360 0.1 0.0 0.1 0.216
H 0.50750 -4.56268 2.10106 0.1 0.0 0.0 0.225
H 0.29257 -4.93572 -1.32674 0.0 0.0 0.0 0.248
H 2.30689 -4.59375 -2.79449 0.0 0.0 0.0 0.227
H 3.24166 -2.27705 -3.00389 0.0 0.1 0.0 0.253
H 2.95794 2.31277 0.56544 0.0 0.0 0.0 0.219
H 4.17988 3.24416 -0.30955 0.0 0.0 0.1 0.216
H 3.89079 1.55945 -0.75599 0.0 0.0 0.0 0.237
H 3.29339 4.82813 -1.69552 0.0 0.0 0.0 0.210
H 1.60565 5.63482 -3.29250 0.0 0.0 0.0 0.217
H -0.36558 4.22751 -3.80667 0.0 0.0 0.0 0.219
H -2.09040 3.58152 -2.35621 0.1 0.0 0.1 0.229
H -2.99031 2.05726 -2.37296 0.0 0.0 0.0 0.233
H -2.51579 2.80684 -3.90604 0.0 0.1 0.0 0.212
F -2.79421 4.25505 0.39913 0.0 0.0 0.1 -0.353
C -2.17961 3.41828 1.28282 -0.3 0.0 -0.6 0.767
F -3.06652 2.48173 1.60001 0.1 0.0 0.1 -0.306
F -1.89678 4.13952 2.35741 0.3 -0.1 -0.1 -0.308
S -0.67741 2.74775 0.25727 -0.5 1.0 1.3 1.561
O -1.18284 1.31097 0.11413 -0.8 1.6 0.1 -1.044
O 0.44605 2.78087 1.21796 0.2 0.2 -0.2 -0.976
N -0.94950 1.88370 -2.79256 0.2 -0.1 -0.4 -0.723
S -0.95346 0.47044 -3.60791 0.5 -0.1 -0.5 2.279
O -0.45665 -0.61283 -2.80808 0.0 0.2 -0.5 -0.908
O -2.18848 0.33078 -4.30362 -0.2 0.1 0.1 -0.896
C 0.30826 0.65282 -4.99672 -0.3 0.2 -0.1 0.747
F 0.54455 -0.56729 -5.46993 0.0 0.0 0.0 -0.305
F -0.26697 1.38493 -5.95678 0.0 0.0 0.0 -0.314
F 1.45031 1.22437 -4.66935 0.0 -0.1 0.1 -0.288
O 1.18951 0.20049 1.43532 -0.2 0.0 0.0 -0.958
H 0.91724 1.15111 1.55594 0.2 -0.1 0.3 0.537
H 1.99144 0.23858 0.89856 0.1 0.2 0.0 0.494
C -5.18420 -3.44521 0.74991 0.0 0.0 -0.1 -0.431
N -4.03271 -2.78523 0.17266 -0.1 -0.2 0.1 -0.583
C -4.11124 -1.71980 -0.59957 0.3 0.2 0.0 0.368
N -5.33239 -1.21716 -0.88582 0.0 -0.1 0.0 -0.797
S -2.76200 -0.92436 -1.26921 -0.3 -0.2 -0.3 -0.251
H -5.81324 -3.90441 -0.01936 0.0 0.0 0.0 0.193
H -5.79518 -2.74407 1.32531 0.1 0.0 0.0 0.202
H -4.82403 -4.22471 1.41518 0.0 0.0 0.0 0.237
H -3.11427 -3.20523 0.35197 -0.1 0.1 0.0 0.460
H -6.16391 -1.77224 -0.77245 0.0 0.0 0.0 0.394
H -5.34725 -0.47470 -1.56321 0.0 0.0 0.0 0.420
C 0.76591 4.03659 4.32942 -0.2 0.2 -0.1 -0.410
N 1.38336 2.77637 4.67207 0.2 -0.3 0.0 -0.365
C 2.64697 2.59538 5.19285 0.2 0.0 0.1 -0.082
C 2.86144 1.26568 5.27955 0.1 0.1 0.0 -0.072
N 1.72787 0.63803 4.80809 0.1 0.3 -0.1 -0.368
C 1.52623 -0.78420 4.65041 -0.1 -0.2 0.0 -0.410
C 0.81812 1.56830 4.42636 0.0 0.0 0.1 0.248
Se -0.84362 1.23350 3.76690 -0.4 -0.1 0.2 -0.290
H 1.30180 4.84767 4.81734 0.1 -0.1 0.0 0.203
H -0.27418 4.03153 4.65018 0.0 0.0 0.1 0.239
H 0.77795 4.17521 3.24891 0.0 0.0 0.0 0.237
H 3.28396 3.41695 5.46595 0.0 0.0 0.0 0.227
H 3.71501 0.71900 5.63708 0.0 0.0 0.0 0.225
H 2.38670 -1.31306 5.05556 0.0 0.0 0.0 0.203
H 1.40181 -1.01711 3.59411 0.0 0.0 0.0 0.238
H 0.61680 -1.09182 5.16663 0.0 0.0 0.0 0.238
```
Forces are in eV/Å.

Computed properties:
Highest occupied orbital energy (alpha / beta) (eV): -6.993 / -6.994
ΔE to the lowest compared entry with this formula, charge and spin (kcal per mole): 0.0
Spin multiplicity: 2
Frontier orbital gap (alpha / beta) (eV): 6.6934 / 6.4768